{"formula": "C18H42F3O12P3S", "method": "ωB97M-V/def2-TZVPD", "e_lumo_ev": 0.25, "smiles": "O=[P@@](O)(OCCCS)OCCC(F)(F)F.CCOP(=O)(OCC)OCC.CCOP(=O)(OCC)OCC", "e_tot_ha": -3336.02054, "max_force_ev_per_a": 6.3, "orbital_gap_ev": 9.578, "elements": ["S", "P", "P", "P", "F", "F", "F", "O", "O", "O", "O", "O", "O", "O", "O", "O", "O", "O", "O", "C", "C", "C", "C", "C", "C", "C", "C", "C", "C", "C", "C", "C", "C", "C", "C", "C", "C", "H", "H", "H", "H", "H", "H", "H", "H", "H", "H", "H", "H", "H", "H", "H", "H", "H", "H", "H", "H", "H", "H", "H", "H", "H", "H", "H", "H", "H", "H", "H", "H", "H", "H", "H", "H", "H", "H", "H", "H", "H", "H"], "coordinates": [[3.87779, -3.68588, -4.36558], [0.56212, -2.08303, -1.46927], [3.05881, 4.95370, -1.14845], [-3.38901, -0.73588, 3.08245], [-3.64102, -5.14798, -2.93936], [-2.20320, -4.27055, -4.28004], [-3.15825, -3.03764, -2.74316], [3.88309, 3.54432, -1.15207], [4.24295, 6.03520, -1.41100], [2.69094, 5.20875, 0.26459], [-0.97070, -2.40001, -1.16320], [-3.69362, 0.64918, 3.89957], [-3.77630, -0.46920, 1.67580], [-1.77160, -0.73790, 3.02137], [0.53154, -0.92832, -2.56911], [1.25228, -1.53680, -0.30827], [2.75212, 4.97943, -2.74052], [1.32728, -3.28590, -2.16781], [-3.29177, -1.69080, 4.39258], [-0.69176, 0.63613, 1.34227], [-1.06632, -0.76568, 1.77368], [-1.49614, -4.65635, -2.06599], [-4.80941, 1.47729, 3.57898], [3.32823, -4.52659, -1.73819], [5.61118, 6.69505, 0.47361], [-1.30470, -3.76281, -0.85521], [4.50836, 7.08869, -0.48714], [-5.94207, 1.29096, 4.57121], [-5.56450, -2.61299, 4.40149], [1.89720, -4.27130, -1.26745], [0.48032, 4.05346, -2.72813], [-4.44714, -1.95883, 5.18823], [-2.63718, -4.23896, -2.99624], [1.87215, 4.01694, -3.32499], [2.76167, 1.38941, -1.00152], [3.53371, 2.47145, -0.27331], [3.28841, -4.97188, -3.22839], [0.11367, -1.30084, -3.36142], [0.50549, 3.85316, -1.65144], [-6.42382, -2.80029, 5.04541], [2.26962, -5.21957, -3.52507], [-1.64728, -1.27770, 1.01025], [0.02992, 5.03652, -2.87015], [6.54981, 6.55803, -0.06588], [3.09797, -2.63218, -4.07411], [4.82322, 7.95258, -1.07598], [0.01666, 1.07112, 2.04942], [-5.16853, 1.29232, 2.56592], [1.87399, -3.97147, -0.22338], [-1.56391, 1.29092, 1.32054], [-0.61565, -4.19357, -0.12806], [-0.60516, -4.79622, -2.67312], [-2.26267, -3.71936, -0.33603], [3.81459, -5.27505, -1.11769], [1.81871, 4.25960, -4.38682], [-5.22999, -3.56193, 3.98084], [1.35063, -5.20149, -1.43989], [3.87781, -5.87050, -3.38707], [1.78977, 1.76583, -1.33113], [-0.23086, 0.62344, 0.35457], [-4.12045, -2.63130, 5.98190], [-4.78145, -1.04212, 5.67835], [2.95956, 2.82439, 0.58400], [-1.76100, -5.64361, -1.68609], [3.30416, 1.05169, -1.88666], [2.58670, 0.53252, -0.35176], [-5.59074, 1.43466, 5.59386], [-0.15601, 3.30582, -3.20174], [-4.45715, 2.50954, 3.61609], [-0.16103, -1.35206, 1.93001], [3.84813, -3.57122, -1.72291], [5.38680, 5.75078, 0.96920], [3.60386, 7.37976, 0.04507], [5.75681, 7.46639, 1.23159], [2.31372, 3.02056, -3.25710], [-5.88780, -1.97788, 3.56951], [-6.74515, 2.00189, 4.37384], [4.46898, 2.05958, 0.11030], [-6.35745, 0.28262, 4.50146]], "forces_ev_per_a": [[0.6436, -0.1943, -0.5805], [0.8400, 2.4465, 0.8959], [6.1948, 0.1584, 0.1135], [4.8078, 3.9910, 0.9469], [-0.0327, 0.3642, 0.1260], [-0.1482, 0.4162, 0.1685], [0.0707, -0.1396, -0.1374], [-1.0923, 0.3093, -0.1875], [-0.5153, 0.0359, -0.2407], [-2.7285, -0.2357, -1.0454], [0.5840, -0.9974, -0.9392], [-0.6348, -0.9947, -0.1315], [-2.0281, -2.1420, 0.5333], [-0.3711, -0.5074, 0.0806], [-0.5855, -1.2814, -0.5444], [0.2663, -0.5163, 0.6573], [-2.0759, 0.1001, 1.1839], [-0.8661, -0.0822, 0.4525], [-1.7380, -0.8421, -1.4522], [-0.0187, 0.1759, 0.0728], [0.2189, 0.2061, -0.1264], [-0.0870, -0.0678, 0.0892], [-0.2734, 0.4327, -0.0358], [-0.7137, 0.3608, -0.9129], [0.1520, -0.1004, -0.0403], [-0.9081, 0.0036, 0.2814], [0.1832, 0.0847, 0.2205], [0.0921, -0.1866, 0.0750], [0.0958, 0.0501, -0.1473], [0.9832, -0.9785, -0.5795], [0.0756, 0.1216, 0.1318], [-0.3475, -0.1842, 0.4418], [0.2257, -0.8473, -0.2356], [-0.3097, -0.3455, -0.4170], [-0.0027, 0.1696, -0.1051], [0.0486, -0.4970, 0.2439], [-0.4853, 0.5025, 0.5204], [-0.0201, 0.5190, -0.2655], [-0.0287, -0.0725, -0.0436], [-0.0124, 0.0199, -0.0100], [-0.0336, -0.1093, 0.0720], [-0.1608, 0.1216, 0.0196], [-0.0038, -0.0099, -0.0133], [0.0009, 0.0436, -0.0051], [-0.2025, -0.3729, 0.3425], [-0.0049, -0.0961, -0.1278], [0.0394, -0.0336, -0.0225], [0.1846, -0.1133, -0.0511], [-0.2149, 0.2677, -0.0353], [-0.0898, -0.1086, -0.0856], [0.2547, 0.0116, -0.1818], [0.0980, 0.2509, 0.0267], [0.0051, 0.2287, 0.0371], [0.0266, 0.0909, 0.1674], [0.1246, 0.1566, 0.0544], [-0.0084, -0.0048, 0.0163], [-0.2927, 0.0798, 0.3188], [0.2955, 0.1807, -0.2399], [-0.0294, -0.0676, 0.0447], [0.0283, -0.0373, 0.0169], [0.1760, 0.0173, -0.0893], [0.0403, 0.1071, -0.1690], [0.0498, 0.2264, -0.0517], [-0.0127, -0.0287, 0.0007], [0.0390, -0.0222, 0.0342], [-0.0271, 0.0014, -0.0041], [0.0040, 0.0657, -0.0120], [0.0059, -0.0247, 0.0290], [0.1024, -0.0494, 0.0123], [-0.0394, 0.0006, 0.1561], [0.3351, -0.1299, 0.4435], [-0.1597, 0.0584, 0.0590], [-0.0319, -0.1563, 0.0434], [-0.0054, 0.0017, -0.0052], [0.0703, 0.0436, 0.1990], [-0.0502, 0.0007, 0.0613], [0.0199, 0.0105, -0.0225], [0.0574, 0.1092, -0.0637], [-0.0492, 0.0347, -0.0324]]}

{"formula": "C18H42N3O9PS7", "method": "ωB97M-V/def2-TZVPD", "e_lumo_ev": -0.33, "e_above_lowest_kcal_mol": 3.1, "e_tot_ha": -4681.01328, "max_force_ev_per_a": 1.0, "orbital_gap_ev": 7.792, "elements": ["S", "S", "S", "S", "S", "S", "S", "P", "O", "O", "O", "O", "O", "O", "O", "O", "O", "N", "N", "N", "C", "C", "C", "C", "C", "C", "C", "C", "C", "C", "C", "C", "C", "C", "C", "C", "C", "C", "H", "H", "H", "H", "H", "H", "H", "H", "H", "H", "H", "H", "H", "H", "H", "H", "H", "H", "H", "H", "H", "H", "H", "H", "H", "H", "H", "H", "H", "H", "H", "H", "H", "H", "H", "H", "H", "H", "H", "H", "H", "H"], "coordinates": [[-2.92468, -1.36876, 5.04862], [0.31572, 0.78800, -4.47373], [4.29102, -2.24014, -1.15088], [-1.05495, -0.03857, 0.20560], [1.89168, -1.11024, -9.99738], [4.51318, 2.16692, -4.18658], [-6.19976, 0.52362, 9.46063], [1.84319, 0.22844, 4.21731], [3.03304, -0.13149, 5.22558], [3.41941, 2.33434, -5.18437], [-3.31872, -2.72615, 5.51283], [-4.86993, 0.93835, 8.94342], [0.66873, -1.29307, -9.17530], [0.49819, -0.40393, 4.85264], [-1.04818, 0.34462, -4.05624], [0.37355, -0.45982, 0.24111], [4.13442, 0.41890, 2.41751], [2.97456, -2.96627, -0.63265], [4.49222, -1.12885, 0.00244], [1.72797, 1.74365, 3.94819], [1.38044, -1.16114, -11.71917], [3.26335, -0.54015, 2.02136], [1.28039, -1.87282, 2.41717], [3.91108, 2.82960, -2.63238], [5.71174, 3.46432, -4.51011], [-1.89841, -0.99923, 1.46867], [2.59818, -2.36164, 0.49464], [0.69409, -0.02480, -6.02275], [1.48186, -2.64045, 1.31522], [-2.36582, -0.45486, 6.48619], [2.28900, 0.64230, -9.96924], [-1.80722, -0.83897, -1.20817], [2.16450, -0.81890, 2.78031], [0.14588, 2.43508, -5.15914], [3.47987, -1.31521, 0.84619], [-4.43742, -0.42354, 4.83086], [-7.12065, -0.14832, 8.07125], [-5.96694, -1.04669, 10.30096], [3.41549, -0.99298, 5.01569], [-1.53243, -0.67422, 2.44083], [-6.93684, -1.44969, 10.59210], [2.22850, -0.91108, -12.35664], [1.10250, 2.74112, -5.58048], [-5.36729, -0.86164, 11.18935], [3.11030, 0.83934, -10.65817], [-6.52284, -0.90988, 7.56962], [-0.13048, 3.10708, -4.34881], [4.72247, 2.83832, -1.90499], [0.39512, -2.06806, 2.99542], [5.20717, 4.43000, -4.54132], [-1.36484, -0.40697, -2.10801], [-3.11929, -0.51183, 7.27308], [-5.44523, -1.74143, 9.64225], [-2.88128, -0.65041, -1.20245], [-1.60741, -1.91089, -1.17074], [6.17402, 3.25900, -5.47309], [3.11270, 2.17860, -2.28062], [-5.03392, -0.47770, 5.74078], [2.59398, 0.89902, -8.95663], [-4.18738, 0.61227, 4.60157], [-1.67943, -2.05891, 1.33097], [0.70544, -1.24392, 5.28281], [0.56119, -0.46004, -11.87855], [6.47244, 3.45480, -3.72988], [0.80658, -3.43412, 1.04802], [-0.11211, 0.13867, -6.73713], [1.40845, 1.22205, -10.24673], [4.13554, 1.16341, 1.80804], [-7.33133, 0.66914, 7.38480], [1.04611, -2.17304, -11.93648], [0.80061, -1.09086, -5.83629], [-2.97269, -0.82273, 1.40624], [-8.05732, -0.57500, 8.42929], [-4.98811, -0.86032, 3.99981], [-1.43755, -0.90052, 6.83436], [0.80902, 2.06155, 4.23773], [3.52493, 3.83704, -2.78850], [-2.18616, 0.58327, 6.20956], [-0.63567, 2.43333, -5.91978], [1.63245, 0.37414, -6.40764]], "forces_ev_per_a": [[0.0468, 0.0807, 0.0458], [0.2360, 0.0618, 0.0926], [0.1705, 0.3464, 0.2066], [-0.1292, 0.1297, -0.0886], [0.0980, -0.0481, 0.0066], [0.0563, -0.1331, 0.0584], [-0.0747, 0.0101, 0.0738], [0.0234, 0.8071, -0.6169], [-0.1006, -0.3821, 0.1002], [-0.0613, 0.0530, -0.0862], [-0.0501, -0.0192, 0.0472], [0.0787, -0.0709, -0.1331], [-0.0573, 0.0592, 0.0233], [0.2752, -0.2322, 0.1734], [-0.0630, 0.0248, -0.1075], [-0.1807, 0.3589, -0.3958], [0.2644, 0.0921, 0.1903], [-0.3334, -0.4591, -0.2232], [0.1636, -0.2348, -0.5444], [-0.3366, -0.4322, 0.1601], [-0.0364, 0.0443, -0.1034], [-0.5138, -0.1505, 0.0031], [0.1774, -0.6678, -0.3419], [-0.0698, 0.0647, 0.0731], [0.0276, 0.1086, 0.0047], [-0.0078, -0.0680, 0.0789], [-0.0062, -0.0636, 0.0673], [-0.0174, -0.0506, -0.1613], [0.0642, -0.2672, 0.2969], [-0.0290, 0.0357, 0.1893], [-0.0062, 0.1102, -0.0178], [0.0744, -0.0587, -0.0578], [0.2131, 0.0464, 0.3796], [-0.0469, 0.1384, -0.1148], [0.3861, 0.7429, 0.3894], [-0.1142, 0.0336, -0.0795], [-0.0314, -0.0531, -0.0856], [0.0184, -0.1126, 0.0284], [0.2038, 0.0462, 0.0559], [0.0024, 0.0331, -0.0080], [-0.0083, 0.0185, 0.0070], [0.0147, -0.0135, 0.0117], [0.0352, -0.0367, 0.0631], [0.0030, 0.0497, -0.0031], [0.0133, -0.0172, 0.0067], [0.0234, -0.0065, 0.0475], [-0.0092, -0.0369, 0.0351], [0.0159, -0.0318, -0.0069], [-0.1076, 0.0831, 0.2836], [-0.0429, -0.0259, 0.0018], [-0.0833, -0.0099, 0.0262], [-0.0386, 0.0242, -0.0367], [0.0051, 0.0423, -0.0329], [0.0105, 0.0436, 0.0143], [0.0319, 0.0101, 0.0649], [-0.0230, -0.0468, -0.0059], [0.0065, -0.0469, -0.0374], [0.0569, -0.0074, 0.0249], [0.0044, -0.0411, 0.0171], [0.0162, -0.0012, 0.0031], [-0.0102, 0.0110, -0.0328], [-0.2401, -0.0309, 0.0885], [-0.0052, 0.0005, 0.0518], [0.0020, -0.0248, 0.0045], [-0.1432, -0.1023, -0.0683], [-0.0191, -0.0121, 0.0187], [-0.0272, -0.0449, 0.0066], [0.0227, 0.0246, -0.1346], [0.0149, 0.0367, 0.0276], [0.0090, -0.0203, 0.0457], [-0.0186, -0.0003, 0.0494], [0.0157, 0.0285, -0.0284], [-0.0060, 0.0140, 0.0102], [0.0274, -0.0321, -0.0096], [0.0236, -0.0282, -0.0562], [0.0809, 0.3547, -0.0736], [0.0079, -0.0066, -0.0514], [0.0314, -0.0069, -0.0248], [-0.0285, -0.0651, 0.0378], [0.0240, 0.0310, 0.0757]]}

{"formula": "C18H42NO6", "method": "ωB97M-V/def2-TZVPD", "e_lumo_ev": 2.38, "charge": -1, "e_above_lowest_kcal_mol": 72.9, "e_tot_ha": -1216.95171, "max_force_ev_per_a": 2.7, "orbital_gap_ev": 3.983, "elements": ["O", "O", "O", "O", "O", "O", "N", "C", "C", "C", "C", "C", "C", "C", "C", "C", "C", "C", "C", "C", "C", "C", "C", "C", "C", "H", "H", "H", "H", "H", "H", "H", "H", "H", "H", "H", "H", "H", "H", "H", "H", "H", "H", "H", "H", "H", "H", "H", "H", "H", "H", "H", "H", "H", "H", "H", "H", "H", "H", "H", "H", "H", "H", "H", "H", "H", "H"], "coordinates": [[-1.19462, -2.58871, 5.00499], [-0.37449, -4.46829, 2.66119], [1.55297, -3.98098, 5.41441], [-1.77802, 0.24251, -2.33685], [-2.79652, -1.66459, -0.10505], [0.18094, -0.04050, 0.06757], [1.98714, 1.97455, -3.98340], [2.38966, 6.67422, -4.65767], [0.18784, 4.26123, -3.19251], [-0.97601, -3.17313, 2.61586], [0.49920, -3.77787, 6.35481], [-2.84365, -1.83220, -1.52129], [-0.86080, -3.82374, 5.65287], [1.58735, -0.17942, 0.17066], [-0.48777, -2.31762, 3.78781], [-1.62714, -1.17480, -2.17882], [2.68528, 3.06486, -3.20112], [-1.07831, -5.41486, 1.87599], [-4.06644, -1.84658, 0.49906], [-0.19544, 1.12914, -0.66155], [-1.64612, 1.01641, -1.13754], [2.80228, -3.51912, 5.90088], [1.66020, 4.15504, -2.49177], [0.09831, 5.12350, -4.57170], [1.50898, 5.42905, -5.33536], [-0.70671, -1.26922, 3.55452], [0.55668, -4.57913, 7.09863], [2.17655, 4.47080, -5.54963], [1.47132, 3.72239, -1.39459], [-2.09413, -5.54585, 2.26299], [3.41489, 2.61426, -2.37631], [-2.06857, -3.26062, 2.65294], [-0.09530, 1.98518, 0.01444], [3.40287, 6.16632, -4.28857], [2.02932, -0.29511, -0.82438], [2.17494, 5.21462, -2.29736], [-3.95442, -1.72446, 1.57906], [-1.53765, -1.57135, -3.19679], [-0.51701, 4.81293, -2.40123], [2.76838, -2.43992, 6.07605], [-0.28897, 3.19301, -3.33531], [-4.44822, -2.85087, 0.29516], [3.40021, 3.69187, -3.92229], [-1.63187, -3.96610, 6.41884], [3.56303, -3.72258, 5.14342], [1.21987, 5.83578, -6.42015], [0.59162, -2.39274, 3.93075], [1.80347, -1.08121, 0.74990], [0.46646, 1.26747, -1.52496], [-1.99314, 2.02161, -1.40331], [1.87566, 7.08930, -3.68293], [-0.52581, 6.12857, -4.42035], [-0.93669, -4.66600, 4.96346], [-0.55820, -6.37421, 1.94358], [0.61753, -2.80916, 6.85746], [-0.56237, 4.48096, -5.33137], [-2.30941, 0.64826, -0.35290], [3.07278, -4.04246, 6.82222], [-4.77273, -1.09380, 0.13715], [2.02315, 0.68447, 0.68116], [-0.68039, -2.70550, 1.67049], [-2.83923, -2.90683, -1.73047], [-1.10906, -5.09967, 0.82883], [-0.69964, -1.41899, -1.65868], [1.55011, 2.41217, -4.84193], [2.69774, 7.49651, -5.43116], [-3.76187, -1.38880, -1.92786]], "forces_ev_per_a": [[0.3039, -0.4375, 0.0765], [-0.2570, -0.2704, 0.1464], [0.0653, 0.2755, 0.1461], [-0.1396, -0.5100, 0.4781], [-0.3940, 0.0678, 0.0982], [0.0203, -0.2891, 0.0715], [0.6832, 1.4675, 0.9255], [0.9935, -1.5701, 0.5717], [-0.5231, 0.6518, 0.9967], [0.7049, -0.0025, 0.0946], [-0.0025, -0.2607, -0.6195], [0.5521, 0.1839, 0.2708], [0.0702, 0.5410, 0.1772], [-0.3090, -0.0651, -0.1655], [-0.5027, -0.0105, -0.2419], [-0.3962, 0.4436, -0.2020], [-0.0670, -0.0270, -1.5944], [0.3280, 0.2455, 0.2259], [0.5600, 0.0687, -0.0957], [-0.2692, -0.2726, 0.0654], [0.5111, 0.1391, -0.3273], [-0.2990, -0.2063, -0.2619], [-0.0796, -0.4774, 1.3715], [-0.4870, -0.6727, -0.8811], [-0.2573, 1.1953, -1.1999], [-0.0822, -0.1864, 0.0238], [-0.1014, -0.0019, 0.2171], [-1.5598, 1.9963, 0.9177], [0.1749, 0.9188, -2.1422], [-0.1260, 0.0109, -0.1299], [-1.6323, 0.8166, -1.4855], [0.0097, 0.0646, 0.0233], [-0.0225, 0.2276, -0.0744], [-2.0667, 1.2484, -0.6620], [0.1141, 0.1857, 0.0297], [-1.1755, -2.0592, -0.6045], [0.0906, -0.0155, -0.1241], [-0.0832, 0.1244, 0.0946], [1.4185, -1.0634, -1.5626], [0.0457, 0.0444, 0.1322], [1.4175, 2.0459, 0.1567], [-0.1724, -0.0631, -0.0243], [-0.9854, -0.7520, 1.4213], [0.1067, 0.1296, -0.0395], [-0.1845, -0.0374, 0.0477], [0.4501, -0.9199, 2.1833], [-0.0402, -0.2420, -0.0986], [-0.1457, 0.0839, 0.0205], [-0.0564, 0.1027, -0.1350], [0.1560, -0.1325, -0.0974], [0.9024, -0.5928, -2.1827], [1.5887, -1.9661, -0.2513], [0.2692, 0.0172, -0.0565], [0.0271, 0.1899, 0.0255], [-0.0681, -0.0326, -0.0263], [1.4170, 1.3526, 1.5369], [0.1523, -0.1481, 0.1083], [0.0813, 0.0616, 0.1264], [-0.1385, -0.0474, -0.0553], [0.1381, 0.0547, -0.0537], [-0.2258, 0.2120, -0.0066], [-0.0719, -0.1283, -0.1877], [-0.1341, -0.0328, -0.0637], [-0.1209, -0.0070, 0.2037], [0.6432, -0.2436, 1.1600], [-0.8813, -1.4318, 1.5227], [0.0623, 0.0084, -0.0145]]}